Molecular formula: C32H37BeN3O2PSe
Method: DFT, ωB97M-V with the def2-TZVPD basis set

```
77
C32H37BeN3O2PSe (ωB97M-V with the def2-TZVPD basis set)
Be -0.107 -0.198 0.808
N 1.180 1.336 1.418
P 1.478 0.049 2.669
C 2.017 -1.548 1.602
C 3.359 -1.644 0.919
C 3.604 -3.112 0.170
C 2.643 -4.128 0.150
C 1.418 -3.889 0.845
C 1.082 -2.771 1.529
C 3.144 0.502 3.259
C 3.499 0.075 4.535
C 4.736 0.395 5.077
C 5.640 1.154 4.348
C 5.301 1.587 3.074
C 4.063 1.264 2.536
C -0.270 1.619 1.292
C -0.763 2.656 0.560
C -2.205 2.921 0.581
C -3.041 2.077 1.276
C -2.447 0.962 1.992
N -1.045 0.730 2.046
H 1.610 2.218 1.674
H 4.098 -0.863 0.983
H 4.732 -3.408 -0.374
H 2.842 -5.058 -0.356
H 0.683 -4.688 0.831
H 0.123 -2.721 2.030
H 2.802 -0.515 5.120
H 4.991 0.052 6.072
H 6.606 1.405 4.770
H 6.004 2.174 2.495
H 3.828 1.597 1.531
H -0.093 3.295 0.000
H -2.607 3.764 0.043
H -4.106 2.255 1.315
H -3.040 0.301 2.605
O 1.583 -0.986 0.374
C 1.995 -1.540 -0.858
C 3.506 -1.975 -1.231
C 4.276 -0.782 -1.788
C 3.584 -0.023 -2.926
C 2.311 0.759 -2.602
C 1.006 -0.059 -2.547
N 1.204 -1.422 -2.036
H 3.451 -2.779 -1.994
H 4.249 -2.425 -0.096
H 5.248 -1.133 -2.162
H 4.497 -0.082 -0.975
H 3.385 -0.712 -3.755
H 4.324 0.701 -3.286
H 2.182 1.540 -3.360
H 2.446 1.283 -1.648
H 0.583 -0.154 -3.554
H 0.282 0.453 -1.927
H 1.515 -2.021 -2.785
C -8.090 0.876 -2.475
C -6.697 0.720 -1.914
C -6.365 -0.347 -1.090
C -5.081 -0.487 -0.574
C -4.795 -1.669 0.317
C -4.089 0.467 -0.877
Se -2.291 0.191 -0.070
C -4.414 1.528 -1.723
C -3.436 2.579 -2.192
C -5.712 1.642 -2.221
H -8.744 0.069 -2.144
H -8.063 0.866 -3.566
H -8.526 1.823 -2.150
H -7.122 -1.085 -0.844
H -5.685 -2.291 0.438
H -4.476 -1.338 1.306
H -4.001 -2.284 -0.108
H -2.434 2.430 -1.806
H -3.776 3.573 -1.893
H -3.379 2.552 -3.284
H -5.953 2.473 -2.879
O -0.260 -0.776 -0.521
```

Summary:
E_HOMO (alpha / beta)	-2.073 / -1.887	eV
total energy	-117365.3597	eV
Kohn-Sham gap (alpha / beta)	4.61 / 4.43	eV
total charge	-1
lowest unoccupied orbital energy (alpha / beta)	2.541 / 2.541	eV
energy relative to the best compared isomer or geometry (same formula, charge and spin)	2512.21	kJ/mol

Atom charges from the Mulliken analysis, given in e for atoms 1 to 8: -1.668 -0.409 -0.427 1.102 -1.228 0.264 -1.787 -0.086